{"formula": "C44H36N4O4P2ReS2Se2", "method": "ωB97M-V/def2-TZVPD", "species": ["Re", "Se", "P", "C", "C", "C", "C", "C", "C", "C", "C", "C", "C", "C", "C", "C", "C", "N", "N", "N", "P", "Se", "C", "C", "C", "C", "C", "C", "C", "C", "C", "C", "C", "C", "H", "H", "H", "H", "H", "H", "H", "H", "H", "H", "H", "H", "H", "H", "H", "H", "H", "H", "H", "H", "N", "C", "C", "C", "C", "C", "C", "S", "O", "O", "O", "H", "H", "H", "H", "H", "H", "O", "S", "C", "C", "C", "C", "C", "C", "C", "C", "C", "C", "C", "C", "H", "H", "H", "H", "H", "H", "H", "H", "H", "H"], "positions_angstrom": [[-2.09494, -1.10245, -1.31733], [0.58753, 3.17387, 2.95833], [1.03930, 3.41199, 0.91938], [0.44703, 4.93489, 0.16694], [1.24945, 6.07039, 0.25828], [0.78498, 7.28152, -0.22862], [-0.47543, 7.36159, -0.80516], [-1.27775, 6.23238, -0.89162], [-0.81992, 5.01912, -0.40201], [2.78426, 3.27004, 0.48122], [3.20958, 3.58549, -0.81233], [4.55749, 3.51246, -1.12399], [5.47752, 3.12822, -0.15413], [5.05334, 2.81146, 1.12873], [3.70493, 2.88766, 1.45097], [0.21883, 2.09766, -0.03482], [-0.69149, 1.12983, 0.32677], [-0.92708, 0.42242, -0.82347], [-0.20021, 0.95759, -1.82831], [0.47059, 1.95223, -1.37597], [-1.55338, 0.53622, 1.78326], [-3.15741, -0.71926, 0.73872], [-2.42777, 1.72849, 2.75328], [-2.41800, 1.61072, 4.14049], [-3.11093, 2.54361, 4.89414], [-3.79411, 3.57568, 4.26501], [-3.80755, 3.67806, 2.87735], [-3.13028, 2.74840, 2.11218], [-0.56379, -0.64254, 2.71133], [0.77296, -0.36320, 3.00597], [1.52879, -1.28963, 3.70402], [0.95920, -2.48586, 4.12181], [-0.37412, -2.75868, 3.84433], [-1.13894, -1.84409, 3.13731], [2.23273, 6.01111, 0.70840], [1.40737, 8.16290, -0.15841], [-0.83329, 8.30734, -1.18879], [-2.25852, 6.29964, -1.34315], [-1.44859, 4.13875, -0.47214], [2.49515, 3.89505, -1.56388], [4.89413, 3.77023, -2.11920], [6.53118, 3.08902, -0.39732], [5.77334, 2.52889, 1.88490], [3.36651, 2.68108, 2.45937], [-1.85980, 0.82015, 4.62542], [-3.10790, 2.47195, 5.97282], [-4.32286, 4.30809, 4.85965], [-4.34426, 4.48565, 2.39891], [-3.13047, 2.82632, 1.03083], [1.20289, 0.58519, 2.71278], [2.56253, -1.06952, 3.93476], [1.55232, -3.20111, 4.67612], [-0.82561, -3.68123, 4.18330], [-2.17566, -2.07692, 2.93422], [-3.46516, 0.04193, -2.50944], [-3.37286, -1.26207, -3.12023], [-2.40323, -1.45922, -4.11222], [-2.04264, -2.76737, -4.41240], [-2.59448, -3.82588, -3.69572], [-3.57590, -3.61610, -2.73148], [-3.98471, -2.32222, -2.40732], [-1.96491, -5.50426, -3.92991], [-2.99215, -6.14246, -4.68867], [-1.83936, -5.88791, -2.52572], [-0.69909, -5.24933, -4.60131], [-3.08888, 0.79343, -3.08435], [-4.38113, 0.28574, -2.14096], [-1.96359, -0.61075, -4.62469], [-1.30223, -2.99296, -5.17014], [-3.99362, -4.47261, -2.21803], [-4.81831, -2.13833, -1.74072], [-1.02132, -2.63713, -1.13514], [0.33614, -3.21609, -1.88195], [0.67878, -4.64690, -0.97412], [0.77592, -4.68011, 0.42120], [1.09658, -5.87827, 1.01117], [1.33858, -7.01068, 0.22286], [1.24598, -6.95465, -1.15285], [0.88774, -5.76448, -1.77386], [1.51980, -1.98136, -1.46616], [2.30800, -1.56304, -2.53136], [3.28788, -0.60684, -2.30390], [3.45252, -0.07816, -1.03415], [2.64558, -0.50366, 0.02085], [1.67294, -1.46289, -0.18314], [0.60069, -3.79883, 1.02298], [1.17653, -5.94635, 2.08746], [1.59092, -7.94488, 0.70601], [1.41312, -7.83286, -1.75780], [0.76122, -5.71958, -2.85445], [2.16143, -1.97613, -3.52204], [3.91259, -0.27603, -3.12157], [4.20816, 0.67405, -0.85236], [2.78978, -0.08230, 1.00715], [1.04885, -1.79133, 0.63786]], "forces_ev_per_angstrom": [[0.4, -0.3, -0.2], [0.0, 0.0, 0.0], [0.0, 0.0, 0.1], [0.0, 0.0, 0.0], [0.0, 0.0, 0.0], [0.0, 0.0, 0.0], [0.0, 0.0, 0.0], [0.0, 0.0, 0.0], [0.0, 0.0, 0.0], [0.0, 0.0, 0.0], [0.0, 0.0, 0.0], [0.0, 0.0, 0.0], [0.0, 0.0, 0.0], [0.0, 0.0, 0.0], [0.0, 0.0, 0.0], [0.0, 0.0, 0.0], [0.0, 0.1, 0.1], [0.1, 0.0, -0.4], [-0.1, 0.0, 0.0], [0.0, -0.1, 0.1], [0.0, -0.1, -0.1], [0.0, 0.1, 0.3], [0.0, 0.0, 0.0], [0.0, 0.0, 0.0], [0.0, 0.0, 0.0], [0.0, 0.0, 0.0], [0.0, 0.0, 0.0], [0.0, 0.0, 0.0], [0.0, 0.0, 0.0], [0.0, 0.0, -0.1], [0.0, 0.0, 0.0], [0.0, 0.0, 0.0], [0.0, 0.0, 0.0], [0.0, 0.0, 0.0], [0.0, 0.0, 0.0], [0.0, 0.0, 0.0], [0.0, 0.0, 0.0], [0.0, 0.0, 0.0], [0.0, 0.0, 0.0], [0.0, 0.0, 0.0], [0.0, 0.0, 0.0], [0.0, 0.0, 0.0], [0.0, 0.0, 0.0], [0.0, 0.0, 0.0], [0.0, 0.0, 0.0], [0.0, 0.0, 0.0], [0.0, 0.0, 0.0], [0.0, 0.0, 0.0], [0.0, 0.0, 0.0], [0.0, 0.0, 0.0], [0.0, 0.0, 0.0], [0.0, 0.0, 0.0], [0.0, 0.0, 0.0], [0.0, 0.0, 0.0], [-0.1, -0.1, 0.0], [-0.1, 0.3, 0.1], [0.2, 0.0, 0.0], [-0.1, 0.0, 0.1], [0.0, 0.0, -0.1], [0.0, 0.0, 0.0], [-0.1, 0.0, -0.1], [0.2, 0.5, 0.4], [-0.2, -0.3, -0.1], [0.1, -0.1, -0.3], [0.0, -0.2, 0.2], [0.0, 0.0, 0.1], [0.0, 0.0, 0.0], [0.0, 0.0, 0.0], [0.0, 0.0, 0.0], [0.0, 0.0, 0.0], [0.0, 0.0, 0.0], [0.0, 0.0, -0.1], [-0.3, 0.1, 0.0], [0.1, 0.0, 0.1], [0.0, 0.1, -0.1], [0.1, -0.1, 0.0], [0.0, 0.0, 0.1], [-0.1, 0.0, 0.0], [0.1, 0.0, -0.2], [0.0, -0.1, 0.0], [0.0, 0.0, 0.0], [0.0, 0.0, 0.0], [-0.1, 0.0, 0.0], [0.0, 0.0, 0.0], [0.0, 0.0, 0.0], [0.0, 0.0, 0.0], [0.0, 0.0, 0.0], [0.0, 0.0, 0.0], [0.0, -0.1, 0.0], [0.0, 0.1, 0.2], [0.0, 0.0, 0.0], [0.0, 0.0, 0.0], [0.0, 0.0, 0.0], [0.0, 0.0, 0.0], [0.0, 0.0, 0.0]], "mulliken_spin": [0.85, 0.00, 0.00, 0.00, 0.00, 0.00, 0.00, 0.00, 0.00, 0.00, 0.00, 0.00, 0.00, 0.00, 0.00, 0.01, 0.01, 0.00, 0.01, 0.01, 0.02, 0.09, -0.01, 0.00, 0.00, 0.00, 0.00, 0.00, 0.00, 0.00, 0.00, 0.00, 0.00, 0.00, 0.00, 0.00, 0.00, 0.00, 0.00, 0.00, 0.00, 0.00, 0.00, 0.00, 0.00, 0.00, 0.00, 0.00, 0.00, 0.00, 0.00, 0.00, 0.00, 0.00, -0.01, 0.06, -0.04, 0.03, -0.01, 0.01, -0.04, 0.00, 0.00, 0.00, 0.00, 0.01, 0.00, 0.00, 0.00, 0.00, -0.01, 0.01, 0.02, 0.00, 0.00, 0.00, 0.00, 0.00, 0.00, 0.01, 0.00, 0.00, 0.00, 0.00, 0.00, 0.00, 0.00, 0.00, 0.00, 0.00, 0.00, 0.00, 0.00, 0.00, -0.01], "gap_ha": [0.1873, 0.1983], "multiplicity": 2, "total_energy_ha": -8577.94453, "charge": 2}